No. 1
Computed, not measured: C31H39BBr2N7S2Tl as an isolated structure, with wB97M-V/def2-TZVPD.

## Properties
HOMO energy (alpha / beta) = 0.0271 / 0.0271 Eh
lowest unoccupied orbital energy (alpha / beta) = 3.59 / 3.59 eV
frontier orbital gap (alpha / beta) = 2.86 / 2.85 eV
relative energy (zero: lowest compared OMol25 entry of this formula, charge and spin) = 73.4 kcal/mol
net charge = -2

Geometry as XYZ:
```
83
Properties=species:S:1:pos:R:3:mulliken_charge:R:1
Tl 0.17 0.79 -0.98 0.81
C -0.57 4.41 2.15 -1.06
C -1.93 4.39 2.44 -0.41
C -2.76 3.61 1.68 -1.19
C -2.23 2.82 0.64 0.88
N -0.90 2.80 0.42 0.50
C -0.11 3.58 1.13 0.08
C -3.06 1.99 -0.20 0.47
C -4.47 2.07 -0.20 -0.90
C -5.21 1.19 -0.95 -0.63
C -4.55 0.22 -1.71 -1.14
C -3.17 0.23 -1.69 -0.23
N -2.44 1.09 -1.00 0.43
H 0.12 5.02 2.71 0.43
H -2.33 4.98 3.25 0.39
H -3.82 3.57 1.90 0.27
H 0.94 3.54 0.90 0.33
H -4.97 2.84 0.37 0.35
H -6.29 1.25 -0.95 0.39
H -5.09 -0.52 -2.29 0.44
H -2.61 -0.50 -2.27 0.54
C 2.67 3.68 -2.78 -0.83
N 3.61 2.95 -1.98 0.37
C 4.34 3.44 -0.93 -0.60
C 5.03 2.40 -0.41 -0.50
N 4.73 1.27 -1.11 0.03
B 5.19 -0.13 -0.70 0.22
N 4.30 -0.65 0.50 0.39
C 4.50 -1.92 0.97 -0.85
C 3.56 -2.20 1.91 -0.29
N 2.77 -1.08 2.01 0.47
C 1.57 -0.93 2.78 -0.72
C 3.24 -0.15 1.14 -0.48
S 2.55 1.39 1.11 -0.26
C 3.85 1.61 -2.08 -0.10
S 3.23 0.66 -3.30 -0.47
H 3.08 4.66 -3.03 0.35
H 1.72 3.80 -2.25 0.12
H 2.49 3.11 -3.69 0.30
H 4.28 4.47 -0.64 0.45
H 5.70 2.36 0.42 0.45
H 6.32 -0.07 -0.30 -0.25
H 5.05 -0.90 -1.60 -0.13
H 5.30 -2.51 0.60 0.48
H 3.37 -3.08 2.48 0.46
H 1.20 -1.90 3.08 0.37
H 0.82 -0.44 2.14 -0.07
H 1.75 -0.30 3.65 0.23
Br -1.11 3.21 -3.36 -0.22
C -1.57 1.36 -4.62 -0.62
Br -0.57 -0.23 -4.28 0.05
H -1.38 1.72 -5.62 0.42
H -2.62 1.20 -4.41 0.32
C -0.04 -3.70 -2.56 -2.20
C 0.15 -2.75 -1.38 2.72
C 1.64 -2.51 -1.13 -0.78
C -0.54 -3.18 -0.11 -0.52
C -0.63 -4.50 0.25 -0.13
C -1.32 -4.91 1.38 -1.48
C -1.99 -3.95 2.13 -0.47
C -1.91 -2.61 1.84 0.60
C -2.75 -1.64 2.64 0.21
C -1.89 -0.66 3.44 -1.21
C -3.68 -0.86 1.72 -0.85
C -1.09 -2.13 0.74 0.18
N -0.86 -0.89 0.53 -0.28
H 0.33 -3.21 -3.47 0.49
H -1.09 -3.95 -2.70 0.39
H 0.52 -4.62 -2.42 0.40
H -0.30 -1.79 -1.67 -1.45
H 2.11 -3.43 -0.77 0.33
H 1.76 -1.74 -0.37 -0.40
H 2.14 -2.18 -2.04 0.38
H -0.17 -5.26 -0.38 0.20
H -1.37 -5.96 1.66 0.29
H -2.60 -4.26 2.97 0.26
H -3.36 -2.23 3.34 0.46
H -1.32 -0.05 2.74 -0.21
H -1.20 -1.19 4.09 0.30
H -2.52 -0.01 4.05 0.56
H -3.06 -0.31 1.02 -0.49
H -4.29 -0.15 2.28 0.49
H -4.33 -1.53 1.17 0.39
```

---

No. 2
Computed, not measured: C2H4Br2ClNi as an isolated structure, with wB97M-V/def2-TZVPD.

## Properties
HOMO energy (alpha / beta) = -0.6601 / -0.6264 Eh
lowest unoccupied orbital energy (alpha / beta) = -10.83 / -12.69 eV
frontier orbital gap (alpha / beta) = 7.14 / 4.35 eV
multiplicity = 4
⟨S²⟩ = 3.79
net charge = +2

Geometry as XYZ:
```
10
Properties=species:S:1:pos:R:3:mulliken_charge:R:1
Ni 0.45 5.06 -0.59 1.13
Cl 1.42 2.64 0.09 -0.13
Br 0.27 -2.34 -1.57 0.19
C 0.43 -0.78 -0.35 -0.53
C -0.69 -0.89 0.67 -0.51
Br -2.42 -1.33 0.03 0.27
H 0.33 0.14 -0.93 0.37
H 1.39 -0.81 0.16 0.42
H -0.81 0.05 1.21 0.35
H -0.37 -1.74 1.28 0.44
```